Entry 1:
Here is a structure of composition C13H13B2Br2CrMnN3O26S in a non-equilibrium geometry from the OMol25 dataset. Energies are from ωB97M-V/def2-TZVPD.

* HOMO level (spin up / spin down): -9.8 / -9.8 eV
* 2S+1: 10

The geometry in XYZ format:
```
62
Properties=species:S:1:pos:R:3:mulliken_charge:R:1
Mn 2.43 -1.19 2.45 1.036
Cr -1.66 1.64 0.72 1.066
O -5.38 -1.62 2.71 -0.589
C -4.49 -2.21 3.22 0.611
O -3.33 -1.68 3.64 -0.476
B -2.45 -2.75 4.10 1.098
O -3.22 -3.97 4.04 -0.526
C -4.43 -3.72 3.52 0.587
O -5.31 -4.50 3.36 -0.554
O -1.86 -2.49 5.43 -0.478
C -0.55 -2.45 5.36 0.368
O 0.25 -2.26 6.22 -0.580
C -0.20 -2.55 3.86 0.409
O -1.25 -2.78 3.18 -0.129
O 0.92 -2.33 3.40 -0.750
O -1.09 0.84 -1.11 -0.107
C -0.97 0.34 -2.22 0.481
O -0.06 0.68 -3.04 -0.357
B -0.22 -0.16 -4.32 1.045
O -1.43 -0.93 -4.07 -0.480
C -1.99 -0.58 -2.92 0.338
O -2.99 -0.96 -2.43 -0.543
O -0.23 0.73 -5.46 -0.523
C 0.99 0.73 -6.01 0.495
O 1.39 1.43 -6.88 -0.551
C 1.79 -0.43 -5.35 0.583
O 0.98 -0.99 -4.45 -0.458
O 2.88 -0.79 -5.66 -0.562
S 0.54 0.45 1.74 1.564
O 1.20 -0.66 1.00 0.041
O 1.35 0.45 2.98 -0.796
O 0.40 1.74 1.07 -0.193
O -0.91 0.09 1.87 -0.791
Br 1.78 5.82 3.42 -0.125
C 1.98 4.85 1.75 -0.427
C 2.96 3.74 1.98 -0.456
Br 3.38 2.87 0.25 -0.159
H 2.29 5.53 0.96 0.439
H 0.99 4.48 1.50 0.004
H 2.64 2.94 2.62 0.254
H 3.91 4.15 2.32 0.473
C 2.76 -0.17 -1.64 -0.457
N 2.69 -1.66 -1.84 0.918
O 1.64 -2.21 -1.56 -0.423
O 3.65 -2.20 -2.32 -0.590
H 2.88 0.29 -2.61 0.211
H 3.56 0.00 -0.92 0.434
H 1.79 0.08 -1.23 -0.259
C 0.89 3.84 -2.02 -0.382
N -0.40 4.27 -1.39 0.680
O -0.96 3.50 -0.60 -0.437
O -0.80 5.37 -1.63 -0.484
H 0.62 3.60 -3.05 0.323
H 1.14 2.94 -1.47 -0.171
H 1.65 4.60 -2.00 0.350
C -1.11 -3.16 -0.09 -0.348
N -2.51 -3.68 -0.09 1.036
O -3.27 -3.24 -0.92 -0.572
O -2.81 -4.47 0.78 -0.599
H -1.11 -2.22 0.46 -0.151
H -0.76 -3.10 -1.11 0.326
H -0.55 -3.87 0.51 0.314
```

=====

Entry 2:
Here is an isolated molecule of C8H11ClN4O in a non-equilibrium geometry from the OMol25 dataset. Energies are from ωB97M-V/def2-TZVPD.

* HOMO level: -9.0 eV
* SMILES string: CC1(C)Cn2c(cc(Cl)nc2=O)N1N
* energy relative to the best compared isomer or geometry (same formula, charge and spin): 0.000 eV

The geometry in XYZ format:
```
25
Properties=species:S:1:pos:R:3:mulliken_charge:R:1
C 1.00 0.20 2.54 -1.693
C 0.48 0.21 1.16 1.711
C -0.59 1.44 1.12 -1.738
C 1.42 0.50 0.00 -1.231
N 0.65 0.10 -1.17 0.205
C -0.26 -0.84 -0.85 0.540
C -1.07 -1.34 -1.83 -0.987
C -0.72 -0.84 -3.12 0.701
Cl -1.51 -1.52 -4.42 -0.168
N 0.14 0.09 -3.46 -0.578
C 0.73 0.69 -2.44 0.477
O 1.33 1.74 -2.59 -0.641
N -0.06 -1.15 0.68 -0.018
N -1.29 -1.59 1.14 -0.628
H 0.24 0.66 3.15 0.348
H 1.93 0.71 2.67 0.370
H 1.17 -0.79 2.92 0.433
H -1.06 1.78 1.92 0.506
H -1.38 1.12 0.47 0.445
H -0.05 2.30 0.70 0.368
H 1.61 1.65 -0.04 0.244
H 2.34 -0.15 -0.16 0.369
H -1.90 -1.98 -1.72 0.483
H -1.18 -2.17 1.98 0.254
H -1.96 -0.80 1.34 0.228
```

=====

Entry 3:
Here is a cluster of 2 separate species, C4H8NO in total in a non-equilibrium geometry from the OMol25 dataset. Energies are from ωB97M-V/def2-TZVPD.

* HOMO level: -13.8 eV
* energy relative to the best compared isomer or geometry (same formula, charge and spin): 2.475 eV
* net charge: +1

The geometry in XYZ format:
```
14
Properties=species:S:1:pos:R:3:mulliken_charge:R:1
C -1.79 0.00 -0.06 0.328
C -2.76 0.34 0.76 -0.712
C -0.99 -0.35 -1.03 -0.767
C 2.22 0.08 0.14 0.293
N 1.06 0.10 0.67 -0.090
O 2.34 -0.34 -1.07 -0.391
H -2.84 0.65 1.79 0.308
H -3.69 0.58 0.23 0.229
H -0.59 -1.29 -1.41 0.357
H -0.40 0.44 -1.54 0.317
H 3.12 0.19 0.84 0.322
H 0.97 0.41 1.68 0.253
H 0.12 -0.09 0.27 0.158
H 3.23 -0.71 -1.26 0.393
```

=====

Entry 4:
Here is a cluster of 2 separate species, CH4Cl2SSi in total in a non-equilibrium geometry from the OMol25 dataset. Energies are from ωB97M-V/def2-TZVPD.

* HOMO level: -9.4 eV
* energy relative to the best compared isomer or geometry (same formula, charge and spin): 3.526 eV

The geometry in XYZ format:
```
9
Properties=species:S:1:pos:R:3:mulliken_charge:R:1
C 2.52 -0.45 -2.01 -0.212
Si -1.36 0.99 0.76 0.712
S -2.22 -1.01 1.16 -0.323
Cl 2.21 -1.30 -0.64 0.016
Cl -0.19 1.57 2.26 -0.193
H 3.48 -0.90 -2.35 0.195
H -2.45 1.84 0.65 -0.168
H -0.78 0.94 -0.45 -0.148
H -1.20 -1.67 0.62 0.121
```

=====

Entry 5:
Here is an isolated molecule of C3H2O3S2 from the OMol25 dataset. Energies are from ωB97M-V/def2-TZVPD.

* HOMO level: -9.9 eV
* SMILES string: O=C(O)C(=S)C(=O)S
* energy relative to the best compared isomer or geometry (same formula, charge and spin): 0.000 eV

The geometry in XYZ format:
```
10
Properties=species:S:1:pos:R:3:mulliken_charge:R:1
O 0.98 -1.97 -0.30 -0.477
C 1.37 -0.84 -0.17 0.646
O 2.65 -0.49 -0.30 -0.417
C 0.39 0.28 0.13 0.112
S 0.75 1.85 0.11 -0.223
C -0.99 -0.22 0.50 0.542
O -1.18 -0.72 1.56 -0.440
S -2.23 0.04 -0.75 -0.195
H 2.72 0.47 -0.16 0.282
H -3.21 -0.59 -0.04 0.170
```

=====

Entry 6:
Here is a structure of composition C7H9CrF12N3O18S4 in a non-equilibrium geometry from the OMol25 dataset. Energies are from ωB97M-V/def2-TZVPD.

* HOMO level (spin up / spin down): -0.9 / -3.6 eV
* net charge: -2
* 2S+1: 9

The geometry in XYZ format:
```
54
Properties=species:S:1:pos:R:3:mulliken_charge:R:1
Cr -0.95 0.28 0.31 0.207
C 1.38 -2.07 6.54 0.536
F 0.23 -1.56 6.94 -0.227
F 2.28 -1.81 7.55 -0.242
F 1.20 -3.38 6.46 -0.221
S 2.00 -1.24 4.84 1.047
O 0.80 -1.09 3.96 -0.597
O 2.70 0.06 5.13 -0.655
O 2.96 -2.30 4.35 -0.676
C 0.20 -6.49 -2.07 0.647
F 0.55 -6.12 -3.24 -0.171
F -1.05 -6.83 -2.02 -0.179
F 0.97 -7.59 -1.74 -0.225
S 0.65 -5.20 -0.62 1.101
O -0.02 -5.73 0.59 -0.435
O 2.10 -5.23 -0.45 -0.423
O 0.26 -3.84 -0.84 -0.359
C 5.34 2.58 -1.01 0.640
F 5.83 2.68 0.29 -0.205
F 4.49 3.59 -1.24 -0.196
F 6.37 2.68 -1.85 -0.198
S 4.33 0.95 -1.28 1.120
O 4.60 0.50 -2.66 -0.450
O 4.79 -0.04 -0.30 -0.402
O 2.92 1.30 -1.13 -0.372
C -3.00 5.80 -2.85 0.582
F -3.77 6.71 -3.37 -0.210
F -1.75 5.83 -3.30 -0.219
F -2.97 5.90 -1.52 -0.229
S -3.65 3.98 -3.21 1.015
O -2.89 3.07 -2.30 -0.597
O -5.10 4.07 -2.98 -0.681
O -3.41 3.63 -4.67 -0.686
C -5.77 -3.79 2.05 -0.750
N -4.83 -2.87 2.71 0.866
O -4.29 -2.09 2.04 -0.455
O -4.66 -3.13 3.92 -0.542
H -6.25 -4.38 2.83 0.312
H -5.35 -4.31 1.19 0.268
H -6.60 -3.14 1.75 0.291
C 1.40 -1.45 -6.65 -0.623
N 0.18 -0.79 -6.17 0.757
O -0.70 -0.39 -6.94 -0.499
O 0.14 -0.57 -4.94 -0.445
H 2.13 -0.64 -6.68 0.261
H 1.08 -1.83 -7.62 0.287
H 1.85 -2.18 -5.98 0.253
C 0.80 6.07 3.74 -0.711
N 0.08 4.71 3.82 0.763
O -0.18 4.10 2.73 -0.465
O -0.15 4.29 4.92 -0.471
H 1.75 6.01 3.22 0.268
H 0.96 6.70 4.62 0.299
H 0.05 6.59 3.16 0.295
```

=====

Entry 7:
Here is a structure of composition C18H33HfPS4Sb in a non-equilibrium geometry from the OMol25 dataset. Energies are from ωB97M-V/def2-TZVPD.

* HOMO level: -11.1 eV
* energy relative to the best compared isomer or geometry (same formula, charge and spin): 1.536 eV
* net charge: +1

The geometry in XYZ format:
```
58
Properties=species:S:1:pos:R:3:mulliken_charge:R:1
Hf -0.82 -1.35 0.00 0.640
C -3.37 1.39 -0.48 -1.817
C -2.98 0.24 0.41 0.817
C -3.50 -1.03 0.12 -0.610
C -3.29 -2.12 0.98 0.804
C -3.87 -3.47 0.69 -1.443
C -2.50 -1.92 2.11 -0.539
C -1.94 -0.67 2.43 0.859
C -1.11 -0.50 3.67 -1.603
C -2.16 0.40 1.54 -0.358
H -2.91 1.33 -1.47 0.263
H -3.11 2.35 -0.03 0.489
H -4.45 1.38 -0.63 0.489
H -4.10 -1.17 -0.76 0.466
H -3.15 -4.10 0.17 0.239
H -4.76 -3.38 0.07 0.403
H -4.14 -3.97 1.63 0.411
H -2.31 -2.75 2.78 0.492
H -0.13 -0.97 3.54 0.214
H -1.59 -0.99 4.51 0.437
H -0.96 0.55 3.91 0.428
H -1.76 1.37 1.77 0.385
S -0.55 -6.14 -0.71 -0.486
Sb 0.36 -4.16 -1.02 0.765
S -1.46 -2.62 -1.87 -0.392
S 0.33 -2.98 1.23 -0.413
S 2.18 -3.33 -1.98 -0.433
C 2.34 1.73 -2.83 -1.691
C 1.35 0.67 -2.33 0.787
C 0.00 0.87 -3.01 -1.221
P 1.19 0.50 -0.51 0.238
C 1.09 2.14 0.33 0.825
C 2.39 2.95 0.36 -1.479
C -0.02 3.01 -0.26 -1.778
C 2.67 -0.38 0.16 1.380
C 4.02 -0.05 -0.48 -1.633
C 2.72 -0.27 1.68 -1.640
H 2.46 1.62 -3.90 0.504
H 3.32 1.67 -2.37 0.312
H 1.95 2.74 -2.65 0.295
H 1.73 -0.33 -2.61 0.318
H -0.40 1.86 -2.82 0.208
H -0.74 0.12 -2.72 0.158
H 0.13 0.77 -4.09 0.514
H 0.82 1.89 1.36 0.367
H 2.74 3.20 -0.65 0.221
H 3.19 2.45 0.88 0.298
H 2.20 3.90 0.87 0.495
H 0.27 3.42 -1.22 0.318
H -0.22 3.85 0.41 0.521
H -0.94 2.46 -0.41 0.194
H 2.45 -1.43 -0.10 -0.143
H 4.30 1.00 -0.38 0.243
H 4.04 -0.32 -1.54 0.378
H 4.79 -0.65 0.01 0.520
H 3.04 0.72 2.01 0.295
H 3.44 -1.00 2.06 0.511
H 1.76 -0.49 2.15 0.178
```

=====

Number 1: energy -10415.250749 a.u.. Number 2: energy -1065.834153 a.u.. Number 3: energy -286.851526 a.u.. Number 4: energy -1648.476034 a.u.. Number 5: energy -1137.597519 a.u.. Number 6: energy -5625.762030 a.u.. Number 7: energy -2927.955275 a.u..